The following is a DFT calculation (ωB97M-V/def2-TZVPD) of a cluster of 6 separate species, C18H36O8 in total at a distorted geometry.

Each line ends with the Mulliken charge.
Cartesian coordinates (Å):
C 10.48 -10.86 34.13  0.153
O 11.44 -9.89 34.50  -0.385
C 11.61 -8.78 33.77  0.670
O 12.32 -7.89 34.10  -0.585
O 10.98 -8.87 32.60  -0.095
C 11.31 -7.85 31.65  -0.646
H 10.86 -11.47 33.31  0.232
H 9.51 -10.49 33.81  0.137
H 10.33 -11.50 34.99  -0.239
H 10.87 -6.90 31.94  0.340
H 10.96 -8.21 30.69  0.202
H 12.39 -7.72 31.59  0.199
C 4.81 -5.75 32.33  -1.193
C 6.10 -6.50 32.08  0.843
O 6.53 -6.62 30.94  -0.560
C 6.89 -7.02 33.27  -0.828
H 4.83 -5.27 33.31  0.350
H 3.98 -6.47 32.33  0.267
H 4.65 -4.99 31.57  0.343
H 6.46 -6.70 34.21  0.361
H 7.90 -6.63 33.19  0.216
H 6.94 -8.11 33.21  0.217
C 14.63 -4.52 28.73  -1.037
C 14.75 -4.66 30.23  0.780
O 14.31 -3.84 30.98  -0.548
C 15.39 -5.92 30.74  -0.712
H 13.87 -5.23 28.39  0.252
H 15.56 -4.74 28.21  0.331
H 14.28 -3.53 28.45  0.321
H 14.63 -6.60 31.15  0.019
H 16.12 -5.76 31.52  0.319
H 15.86 -6.54 29.96  0.283
C 11.94 -11.26 29.24  -0.549
C 13.28 -10.73 28.77  0.618
O 13.62 -9.60 28.96  -0.522
C 14.16 -11.70 28.00  -1.096
H 11.39 -11.55 28.34  0.331
H 11.42 -10.48 29.79  -0.072
H 12.12 -12.07 29.95  0.320
H 15.15 -11.66 28.46  0.333
H 14.22 -11.39 26.96  0.305
H 13.75 -12.71 28.02  0.301
C 10.16 -13.33 37.80  -0.918
C 8.98 -12.86 36.96  0.796
O 8.81 -13.30 35.86  -0.549
C 8.04 -11.86 37.55  -1.198
H 11.05 -13.04 37.24  0.262
H 10.16 -14.40 37.94  0.309
H 10.20 -12.78 38.74  0.306
H 7.47 -11.40 36.74  0.304
H 8.56 -11.09 38.12  0.359
H 7.31 -12.31 38.22  0.356
C 8.18 -11.94 29.38  -1.112
C 8.10 -10.85 30.42  0.775
O 8.93 -10.79 31.29  -0.391
C 7.00 -9.86 30.30  -0.649
H 7.27 -12.11 28.81  0.383
H 8.63 -12.80 29.87  0.333
H 8.93 -11.55 28.67  0.168
H 6.04 -10.38 30.17  0.423
H 7.18 -9.32 29.37  0.348
H 6.97 -9.19 31.15  -0.280

The HOMO energy comes out at -9.3 eV. The LUMO energy is 0.56 eV. Its relative energy (zero: lowest compared OMol25 entry of this formula, charge and spin) is 7.17 kcal/mol. As for the spin multiplicity: 1. The gap between HOMO and LUMO is 9.87 eV. Its calculated total energy is -35629.0116 eV.

---

The following is a DFT calculation (ωB97M-V/def2-TZVPD) of a structure of composition C18H37AlN3.

Each line ends with the Mulliken charge.
Cartesian coordinates (Å):
C -0.34 -1.06 -0.93  -1.323
C 0.24 -1.32 0.46  0.051
C 1.73 -1.68 0.52  -0.931
C 2.67 -0.84 -0.34  -0.666
C 2.78 -1.26 -1.83  -0.808
C 2.69 -0.14 -2.87  -0.641
Al 2.73 -0.82 -4.78  -0.020
H 0.04 -0.13 -1.35  0.167
H -1.43 -0.95 -0.87  0.418
H -0.12 -1.86 -1.63  0.442
H 0.06 -0.43 1.07  0.107
H -0.34 -2.13 0.92  0.262
H 2.04 -1.59 1.57  0.342
H 1.86 -2.74 0.26  0.382
H 3.66 -0.89 0.11  0.397
H 2.36 0.22 -0.28  0.328
H 2.03 -2.03 -2.04  0.280
H 3.75 -1.76 -1.96  0.404
H 1.79 0.46 -2.68  0.218
H 3.54 0.54 -2.70  0.337
H 4.27 -1.03 -5.30  -0.254
H 1.96 -2.27 -4.81  -0.221
H 1.93 0.23 -5.76  -0.227
C 1.21 -2.57 -7.87  -1.054
C 0.67 -2.53 -9.30  -0.433
C 1.72 -2.80 -10.38  -0.430
C 2.76 -1.78 -10.48  0.239
N 3.57 -0.97 -10.56  -0.429
H 1.95 -1.79 -7.68  0.225
H 0.42 -2.43 -7.15  0.364
H 1.69 -3.53 -7.67  0.308
H 0.20 -1.57 -9.50  0.299
H -0.10 -3.29 -9.41  0.291
H 1.25 -2.86 -11.36  0.287
H 2.20 -3.77 -10.19  0.268
C -1.50 1.43 4.56  -0.997
C -2.80 0.63 4.45  -0.344
C -2.78 -0.32 3.24  -0.465
C -2.64 0.40 1.98  0.192
N -2.53 0.97 0.99  -0.469
H -1.35 2.06 3.68  0.428
H -1.52 2.08 5.44  0.127
H -0.64 0.77 4.66  0.293
H -3.65 1.31 4.36  0.271
H -2.95 0.05 5.35  0.288
H -3.70 -0.90 3.19  0.379
H -1.95 -1.02 3.32  0.303
C -1.34 4.60 8.84  -1.134
C -2.70 4.57 8.16  -0.419
C -3.54 3.35 8.54  -0.407
C -2.88 2.10 8.16  0.254
N -2.34 1.13 7.87  -0.445
H -0.74 3.73 8.55  0.346
H -0.79 5.50 8.56  0.327
H -1.44 4.58 9.92  0.305
H -2.58 4.59 7.07  0.298
H -3.27 5.46 8.43  0.308
H -4.51 3.37 8.05  0.276
H -3.71 3.32 9.62  0.307

The HOMO energy comes out at -4.5 eV. As for the net charge: -1. The LUMO energy is 1.66 eV. As for the spin multiplicity: 1. The gap between HOMO and LUMO is 6.16 eV. Its calculated total energy is -30333.2270 eV.

---

The following is a DFT calculation (ωB97M-V/def2-TZVPD) of a cluster of 2 separate species, C18H37BrN2O in total at a distorted geometry.

Each line ends with the Mulliken charge.
Cartesian coordinates (Å):
C 5.65 -1.22 1.51  -1.416
C 5.24 -1.81 0.14  0.281
C 5.70 -0.97 -1.07  -0.949
C 4.67 -0.02 -1.69  -0.381
C 4.04 1.01 -0.75  -1.082
C 2.87 0.56 0.13  -0.363
C 1.62 0.11 -0.65  -0.224
C 1.16 -1.34 -0.42  -0.201
C 1.65 -2.36 -1.47  -0.614
N 1.09 -3.66 -1.26  -0.597
Br 1.86 -4.46 0.20  -0.110
H 4.83 -1.31 2.23  0.331
H 5.92 -0.17 1.42  0.310
H 6.49 -1.78 1.93  0.367
H 5.69 -2.80 0.05  0.497
H 4.16 -1.98 0.12  -0.295
H 6.58 -0.40 -0.78  0.444
H 6.03 -1.66 -1.85  0.343
H 5.20 0.55 -2.46  0.355
H 3.89 -0.58 -2.22  0.217
H 3.65 1.82 -1.37  0.425
H 4.83 1.48 -0.14  0.387
H 3.18 -0.21 0.85  0.158
H 2.59 1.43 0.74  0.354
H 0.78 0.74 -0.36  -0.190
H 1.77 0.28 -1.72  0.524
H 1.44 -1.66 0.59  0.496
H 0.07 -1.36 -0.46  -0.029
H 1.31 -2.03 -2.46  0.465
H 2.75 -2.39 -1.49  0.278
C -1.83 1.85 2.25  -1.693
C -3.06 1.62 1.37  1.702
C -3.05 2.58 0.17  -1.248
C -4.13 2.28 -0.85  -0.432
C -4.07 0.83 -1.32  -1.257
C -4.02 -0.22 -0.19  1.629
N -3.01 0.22 0.82  0.396
O -1.84 -0.14 0.53  -0.403
C -5.41 -0.41 0.43  -1.683
C -3.59 -1.57 -0.75  -1.823
C -4.29 1.85 2.25  -1.750
H -0.91 1.74 1.69  0.223
H -1.88 2.86 2.66  0.440
H -1.82 1.14 3.08  0.461
H -2.07 2.52 -0.31  0.307
H -3.15 3.60 0.56  0.401
H -5.12 2.51 -0.44  0.327
H -4.01 2.94 -1.71  0.387
H -4.94 0.60 -1.95  0.381
H -3.18 0.70 -1.95  0.383
H -5.34 -1.01 1.34  0.364
H -6.04 -0.94 -0.27  0.469
H -5.92 0.52 0.67  0.290
H -2.67 -1.50 -1.32  0.328
H -4.37 -1.93 -1.41  0.439
H -3.44 -2.29 0.05  0.454
H -4.13 2.75 2.85  0.471
H -4.45 1.02 2.93  0.355
H -5.21 2.02 1.69  0.298

The HOMO energy comes out at -5.6 eV. The LUMO energy is -2.97 eV. As for the spin multiplicity: 1. The gap between HOMO and LUMO is 2.60 eV. Its calculated total energy is -94329.7978 eV.